(1)
Computed, not measured: the molecule C2H6NO4P, with ωB97M-V with the def2-TZVPD basis set.

The geometry in XYZ format:
```
14
Properties=species:S:1:pos:R:3:forces:R:3:lowdin_charge:R:1
C 1.022874 -2.038720 0.565391 0.45 -1.23 -1.26 -0.098
O 1.615073 -0.807145 1.060396 -0.83 -0.83 -0.98 -0.226
P 1.297565 0.581058 0.391855 -2.58 1.40 1.15 0.495
O 1.657060 1.694795 1.276291 0.20 -0.23 -0.60 -0.249
N 2.227172 0.656739 -1.121948 -0.43 0.87 -0.78 -0.084
O 3.018375 -0.206813 -1.313668 0.27 -0.62 0.17 -0.004
O -0.326093 0.691693 -0.097326 2.81 -0.84 0.31 -0.313
C -1.042667 1.953954 0.040944 -1.07 -0.09 -1.55 -0.116
H 1.815933 -2.854501 0.310534 -1.29 1.72 0.92 0.129
H 0.376336 -1.955545 -0.329554 0.78 0.69 -0.05 0.083
H 0.268366 -2.329781 1.267822 0.20 -0.59 0.92 0.074
H -0.863411 2.616408 -0.943866 -0.61 -1.53 2.28 0.124
H -0.637806 2.466505 0.922140 -0.49 0.05 -0.28 0.060
H -2.178102 1.597294 0.152413 2.58 1.21 -0.25 0.124
```
Positions in Å, forces in eV/Å.

Output
Charge: 0
Energy above the lowest of the compared OMol25 structures with the same formula, charge and spin, kcal per mole: 14.3
LUMO level (alpha / beta), eV: -1.0 / -1.0


(2)
Computed, not measured: a cluster of 2 separate species, C35H45N3O in total, with ωB97M-V with the def2-TZVPD basis set.

The geometry in XYZ format:
```
84
Properties=species:S:1:pos:R:3:forces:R:3:lowdin_charge:R:1
C -7.120506 1.049380 3.382770 0.64 0.05 -0.06 -0.088
C -6.540226 -0.216792 3.211520 -0.11 0.26 0.16 -0.090
C -5.177336 -0.333266 2.944712 0.33 0.52 -0.29 -0.038
C -4.376832 0.818545 2.828841 -0.24 0.56 -0.08 -0.171
C -2.886297 0.670073 2.650323 0.49 -1.02 1.86 -0.314
O -2.081343 1.416345 3.208944 -0.78 -0.29 -0.33 -0.022
C -4.943373 2.091354 3.021594 -0.46 -0.45 -0.06 -0.024
C -6.318805 2.200686 3.272956 0.14 -0.19 0.08 -0.082
H -8.176944 1.140141 3.641256 0.29 -0.03 -0.20 0.099
H -7.152441 -1.114916 3.309222 0.16 0.26 -0.01 0.100
H -4.701143 -1.312603 2.837128 -0.22 0.28 -0.03 0.111
H -2.615041 -0.331988 2.252820 -0.19 0.50 0.91 0.066
H -4.304793 2.979299 2.986303 -0.21 -0.38 -0.04 0.118
H -6.762301 3.192519 3.409171 0.13 -0.40 -0.03 0.101
C -1.909505 0.924708 -3.879819 -0.23 0.07 0.04 -0.060
C -0.707961 0.067197 -3.497841 -0.04 -0.10 0.64 -0.379
C 0.181615 -0.207579 -4.709902 0.10 -0.23 0.01 -0.062
C -1.157618 -1.219772 -2.801647 -0.02 0.24 -0.12 -0.121
C -1.885805 -2.163674 -3.528613 -0.09 -0.33 0.26 -0.033
C -2.269653 -3.374313 -2.945920 0.12 0.20 -0.09 -0.055
C -1.838120 -3.696967 -1.660280 0.03 0.10 -0.19 -0.029
C -1.060711 -2.795124 -0.934589 -0.22 0.35 0.28 -0.125
C -0.545494 -3.148567 0.451849 0.17 0.06 -0.31 -0.378
C -0.207346 -4.626979 0.622519 -0.02 0.01 -0.05 -0.070
C -1.576526 -2.675455 1.454941 -0.22 0.20 0.25 -0.051
C -0.850368 -1.505500 -1.460961 0.62 -0.19 -0.17 -0.075
N -0.136959 -0.521239 -0.652917 0.59 0.98 0.28 -0.013
N 1.197839 -0.405995 -0.827112 1.08 0.60 0.63 0.164
N 1.564547 0.654488 -0.077626 -1.86 -1.39 -0.58 -0.025
C 2.974167 0.959733 0.094133 0.51 -0.12 -0.32 -0.073
C 3.636865 1.780841 -0.838405 -0.36 0.10 -0.13 -0.119
C 2.926764 2.367798 -2.061707 -0.11 -0.30 0.41 -0.378
C 3.618709 1.966054 -3.365450 -0.02 -0.18 -0.04 -0.062
C 2.825430 3.886297 -1.947659 -0.12 0.15 0.07 -0.058
C 4.984008 2.078613 -0.628886 0.02 -0.15 0.31 -0.030
C 5.671027 1.546766 0.462039 -0.26 0.01 0.03 -0.049
C 5.016899 0.681850 1.338026 -0.01 0.22 -0.23 -0.029
C 3.671647 0.361376 1.155934 -0.28 -0.23 0.23 -0.120
C 3.006625 -0.641873 2.106511 -0.17 0.34 -0.50 -0.376
C 2.918919 -0.082847 3.521185 -0.08 0.09 0.19 -0.052
C 3.726843 -1.990215 2.082407 -0.01 -0.08 -0.14 -0.061
C 0.483266 1.219134 0.567170 2.76 -0.15 -0.56 -0.187
C 0.661514 2.356209 1.472113 -0.27 0.92 0.63 0.012
C -0.629092 0.512684 0.177516 -2.88 -1.19 -0.42 -0.219
C -1.977942 0.716840 0.543179 0.65 0.54 -2.25 -0.068
H -2.516816 1.156081 -2.997555 0.07 -0.02 -0.15 0.082
H -1.584324 1.865586 -4.333878 -0.03 -0.08 0.04 0.079
H -2.544456 0.400361 -4.606800 0.10 0.12 0.13 0.079
H -0.110532 0.598835 -2.747908 -0.08 0.16 -0.27 0.108
H 1.079654 -0.760980 -4.413977 -0.13 0.02 -0.08 0.083
H -0.352587 -0.791955 -5.470689 0.12 0.10 0.14 0.076
H 0.502067 0.729485 -5.176462 -0.08 -0.06 0.09 0.076
H -2.154993 -1.941744 -4.563544 0.06 -0.11 0.32 0.113
H -2.875973 -4.082525 -3.512319 0.16 0.18 0.15 0.107
H -2.106560 -4.656197 -1.209116 0.17 0.32 -0.28 0.111
H 0.373532 -2.567630 0.613301 -0.12 -0.14 -0.04 0.121
H 0.499944 -4.960926 -0.144709 -0.15 -0.02 0.11 0.088
H 0.252823 -4.783505 1.603766 -0.09 -0.02 -0.12 0.080
H -1.114096 -5.243986 0.570968 0.26 0.04 0.04 0.073
H -1.734691 -1.606380 1.289653 -0.09 -0.19 0.21 0.037
H -2.534723 -3.193722 1.311288 0.18 0.07 0.03 0.097
H -1.241099 -2.831645 2.483431 -0.04 0.02 -0.02 0.092
H 1.915892 1.943197 -2.060896 0.10 0.15 -0.14 0.114
H 3.657952 0.875074 -3.468587 0.05 0.19 0.02 0.086
H 3.074263 2.367465 -4.228540 0.07 -0.03 0.16 0.080
H 4.641121 2.359013 -3.400397 -0.13 -0.09 -0.04 0.075
H 2.319370 4.178844 -1.018557 0.13 0.00 -0.20 0.075
H 3.823438 4.340529 -1.957717 -0.17 -0.02 0.03 0.080
H 2.258306 4.293382 -2.792557 0.09 -0.03 0.13 0.083
H 5.492624 2.747856 -1.324403 -0.10 -0.23 0.19 0.114
H 6.712382 1.811748 0.637022 -0.20 -0.09 -0.08 0.108
H 5.548016 0.248286 2.185233 -0.06 0.10 -0.24 0.114
H 1.989999 -0.793064 1.725846 0.07 -0.09 0.19 0.116
H 2.368788 0.866166 3.542288 0.17 -0.24 0.07 0.068
H 2.398708 -0.791402 4.176037 0.09 0.13 -0.08 0.087
H 3.921901 0.087807 3.929034 -0.15 0.00 0.00 0.081
H 3.744044 -2.400591 1.065782 0.07 0.06 0.17 0.087
H 4.757851 -1.886245 2.438196 -0.12 -0.08 -0.06 0.075
H 3.215166 -2.712863 2.728983 0.07 0.15 -0.07 0.081
H -0.289866 2.595312 1.974112 0.36 -0.13 -0.22 0.083
H 1.396331 2.146309 2.259693 -0.19 -0.02 -0.18 0.073
H 1.026152 3.247731 0.938315 -0.16 -0.16 0.10 0.084
H -2.228923 1.768336 0.731718 0.00 -0.60 -0.12 0.073
H -2.736850 0.104722 0.036192 0.33 0.40 0.01 0.076
```
Positions in Å, forces in eV/Å.

Output
Charge: 0
LUMO level, eV: 0.6


(3)
Computed, not measured: a structure of composition C5H11O3Yb, with ωB97M-V with the def2-TZVPD basis set.

The geometry in XYZ format:
```
20
Properties=species:S:1:pos:R:3:forces:R:3:lowdin_charge:R:1
C 2.215634 -0.944383 1.008456 1.87 1.25 -3.97 -0.108
O 1.123375 -0.349263 0.271068 0.48 -0.48 2.22 -0.316
C 0.552069 -1.090289 -0.788378 -0.08 -0.53 -0.69 -0.172
C -0.104631 -2.369167 -0.310618 0.50 -0.26 -0.32 -0.177
O -1.023505 -2.017164 0.715241 0.00 0.46 0.28 -0.442
C -2.328212 -2.559683 0.599153 -0.61 -0.72 -0.12 -0.069
H 2.665067 -0.139034 1.608365 -0.52 -0.78 0.34 0.116
H 2.157883 -2.010760 1.295996 -0.23 0.83 0.28 0.112
H 1.317564 -1.332419 -1.538774 -0.21 0.26 0.06 0.139
H -0.211221 -0.416035 -1.200878 0.31 -0.25 -0.09 0.152
H 0.603727 -3.084607 0.130479 -0.01 0.13 -0.26 0.134
H -0.573475 -2.871147 -1.168458 -0.16 0.18 0.32 0.152
H -2.792881 -2.203580 -0.330118 0.04 -0.26 0.24 0.112
H -2.247475 -3.654879 0.640193 -0.25 0.26 -0.22 0.112
H -2.930955 -2.241451 1.455927 0.20 0.09 -0.15 0.084
Yb -0.364895 -0.467081 2.320766 -0.15 0.45 0.29 1.180
O 3.872143 -0.094844 -1.031245 -0.97 -0.03 0.68 0.044
C 3.585109 -1.096465 -0.245088 0.54 -1.83 1.28 -0.280
H 4.398121 -1.430495 0.448636 -0.32 0.61 -0.06 0.114
H 3.287873 -2.042168 -0.764562 -0.43 0.62 -0.11 0.112
```
Positions in Å, forces in eV/Å.

Output
Multiplicity: 3
Charge: +1
Expectation value of S²: 2.02
Energy above the lowest of the compared OMol25 structures with the same formula, charge and spin, kcal per mole: 0.0
LUMO level (alpha / beta), eV: -3.2 / -5.6


(4)
Computed, not measured: the ion C3H10N with charge +1, with ωB97M-V with the def2-TZVPD basis set.

The geometry in XYZ format:
```
14
Properties=species:S:1:pos:R:3:forces:R:3:lowdin_charge:R:1
C -0.419150 0.347820 -1.352180 -1.54 0.05 0.63 -0.061
C 0.213079 0.423893 0.027960 1.50 -1.03 -0.37 -0.338
C -0.784907 0.367130 1.153239 -0.30 0.99 0.43 -0.057
N 1.120586 -0.914842 0.136531 -1.02 -0.06 -0.26 0.178
H 0.254779 0.603701 -2.136911 0.41 -0.18 -0.72 0.078
H -1.023252 -0.583656 -1.520122 1.13 0.28 0.15 0.113
H -1.264665 1.040718 -1.392123 0.38 0.51 0.09 0.101
H 1.037397 1.229478 0.137430 -1.73 -1.08 -0.14 0.178
H -1.758766 -0.122101 0.973407 0.31 0.75 -0.69 0.109
H -0.855010 1.411454 1.528297 -0.60 -0.80 -0.10 0.116
H -0.442410 -0.235670 1.959965 0.77 -0.21 0.99 0.064
H 1.382685 -1.110228 1.119095 -0.34 0.01 -0.57 0.159
H 0.537481 -1.726196 -0.269880 1.53 1.39 0.72 0.197
H 2.002152 -0.731501 -0.364709 -0.51 -0.61 -0.16 0.162
```
Positions in Å, forces in eV/Å.

Output
Charge: +1
Energy above the lowest of the compared OMol25 structures with the same formula, charge and spin, kcal per mole: 13.8
LUMO level, eV: -3.7


It is found that the max |F| values, taken in the order of the records, are 3.2 3.1 4.6 2.2 eV Å⁻¹.
It is found that the DFT total energy values, taken in the order of the records, are -21138.2823 -43540.6087 -43023.4728 -4756.2661 eV.